The following is a DFT calculation (the ωB97M-V functional and the def2-TZVPD basis) of 2 unconnected molecules or ions with the total composition C4H13BN2O3 at a distorted geometry.

Results
Energy above the lowest of the compared OMol25 structures with the same formula, charge and spin   63.61 kcal/mol
E_LUMO   0.3 eV

Each line ends with the Mulliken charge.
Cartesian coordinates (Å):
O1 -1.117 0.432 1.057  -0.483
O2 0.523 -2.087 -0.358  -0.552
O3 1.597 1.325 -1.243  -0.638
N1 0.760 1.911 1.175  -0.102
N2 1.297 -1.429 -2.683  -0.630
C1 -1.096 -1.319 -2.177  -1.048
C2 0.244 -2.022 -1.901  0.193
C3 -0.900 1.997 3.011  -1.215
C4 -0.195 1.030 1.930  0.251
B1 1.058 1.613 -0.187  0.265
H1 1.293 -0.458 -2.316  0.266
H2 0.307 0.053 2.414  0.253
H3 -1.646 1.402 3.482  0.365
H4 0.338 -3.073 -2.179  0.388
H5 -1.209 2.875 2.583  0.371
H6 -0.138 2.228 3.848  0.326
H7 1.386 2.461 1.718  0.246
H8 -0.893 -0.366 -2.471  0.394
H9 0.976 -1.277 -0.303  0.262
H10 -1.507 -0.295 1.473  0.328
H11 -1.824 -1.272 -1.335  0.210
H12 2.259 -1.814 -2.474  0.271
H13 -1.512 -1.914 -3.065  0.279



The following is a DFT calculation (the ωB97M-V functional and the def2-TZVPD basis) of a single CH4N2O2 molecule at a distorted geometry.

Results
Energy above the lowest of the compared OMol25 structures with the same formula, charge and spin   127.51 kcal/mol
E_LUMO (spin up / spin down)   0.0 / 0.0 eV

Each line ends with the Mulliken charge.
Cartesian coordinates (Å):
O1 -2.186 -1.019 0.159  -0.528
O2 -1.038 1.256 -1.054  -0.560
N1 -0.995 -0.817 0.184  0.236
N2 -0.397 0.238 -0.226  0.422
C1 0.959 0.439 0.009  -0.752
H1 1.592 -0.418 0.402  0.303
H2 1.086 1.128 0.819  0.298
H3 1.378 0.828 -0.903  0.285
H4 -0.400 -1.634 0.610  0.297



The following is a DFT calculation (the ωB97M-V functional and the def2-TZVPD basis) of a molecular structure, C31H40N2NdOPS4 at a distorted geometry.

Results
Spin multiplicity   4
E_LUMO (spin up / spin down)   0.2 / 0.2 eV

Each line ends with the Löwdin spin population.
Cartesian coordinates (Å):
Nd1 0.731 -1.012 -0.341  3.055
S1 0.670 2.685 -1.732  0.000
S2 1.053 -3.428 -1.647  -0.014
S3 -1.230 -0.850 -2.656  -0.003
S4 3.222 -0.828 -1.418  -0.017
P1 -0.793 0.687 1.631  -0.002
O1 0.818 1.308 -1.141  -0.002
N1 -0.584 -1.644 -5.162  0.000
N2 1.150 -1.085 -3.954  0.001
C1 3.548 -2.495 -0.867  -0.003
C2 3.138 -4.936 -0.623  -0.001
C3 -0.176 -1.215 -3.950  0.000
C4 -1.948 -1.788 -5.615  0.000
C5 -2.873 4.225 1.570  0.000
C6 -1.195 2.471 1.707  0.000
C7 -4.273 -1.015 3.130  0.000
C8 4.912 -2.669 -0.224  0.000
C9 0.582 -1.918 2.060  -0.009
C10 1.301 3.103 1.698  0.000
C11 0.995 2.474 -3.474  0.000
C12 -3.109 -0.248 3.102  0.000
C13 -0.541 4.787 1.585  0.000
C14 2.705 -3.537 -1.018  -0.003
C15 -4.050 -1.593 0.812  0.000
C16 2.023 -1.027 3.930  -0.001
C17 0.544 1.303 4.055  0.000
C18 -2.532 2.883 1.654  0.000
C19 -0.174 3.442 1.657  0.000
C20 -1.076 3.035 -1.865  0.000
C21 1.752 -1.602 -5.183  0.000
C22 1.560 1.101 4.970  -0.001
C23 -4.742 -1.686 2.008  0.000
C24 0.955 -0.876 3.022  -0.001
C25 2.323 -0.064 4.874  0.000
C26 0.536 -1.802 -6.089  0.000
C27 -2.400 -0.162 1.890  0.000
C28 -1.870 5.184 1.542  0.000
C29 0.262 0.355 3.068  -0.001
C30 -2.662 0.453 4.362  0.000
C31 -2.891 -0.835 0.768  0.000
H1 -3.466 0.459 5.099  0.000
H2 -2.360 -0.754 -0.171  0.000
H3 3.149 -0.225 5.561  0.000
H4 1.515 2.126 1.275  0.000
H5 1.673 3.091 2.724  0.000
H6 -1.554 2.182 -2.343  0.000
H7 5.656 -3.009 -0.955  0.000
H8 -5.648 -2.276 2.071  0.000
H9 -2.620 -1.558 -4.797  0.000
H10 4.165 -5.139 -0.940  0.000
H11 1.152 -2.829 2.214  0.000
H12 -2.147 -1.106 -6.447  0.000
H13 1.719 -1.097 -3.100  0.000
H14 -1.799 -0.050 4.803  0.000
H15 2.466 -0.890 -5.592  0.000
H16 5.260 -1.721 0.180  0.000
H17 4.883 -3.398 0.589  0.000
H18 2.480 -5.670 -1.080  0.000
H19 3.090 -5.076 0.463  0.000
H20 2.610 -1.941 3.886  0.000
H21 0.243 5.538 1.563  0.000
H22 -1.454 3.184 -0.853  0.000
H23 -3.318 2.135 1.671  0.000
H24 -1.200 3.953 -2.448  0.000
H25 -2.120 6.238 1.485  0.000
H26 2.273 -2.538 -4.983  0.000
H27 -2.130 -2.810 -5.950  0.000
H28 0.349 1.673 -3.840  0.000
H29 2.044 2.191 -3.570  0.000
H30 -0.035 2.220 4.093  0.000
H31 1.776 1.844 5.730  0.000
H32 -0.479 -2.155 2.123  0.001
H33 -3.917 4.516 1.527  0.000
H34 0.479 -1.056 -6.886  0.000
H35 0.515 -2.791 -6.548  0.000
H36 -4.400 -2.107 -0.076  0.000
H37 1.872 3.847 1.143  0.000
H38 0.803 3.422 -3.983  0.000
H39 -2.367 1.485 4.166  0.000
H40 -4.825 -1.086 4.062  0.000



The following is a DFT calculation (the ωB97M-V functional and the def2-TZVPD basis) of a molecular structure, C5H11EuMgO4 at a distorted geometry.

Results
Spin multiplicity   8
E_LUMO (spin up / spin down)   -4.0 / -3.9 eV
Total charge   +1

Each line ends with the Löwdin spin population.
Cartesian coordinates (Å):
Eu1 3.906 1.147 1.393  7.060
Mg1 0.654 0.606 0.984  0.003
O1 -1.166 1.331 0.322  0.000
O2 -0.158 -1.077 -0.232  0.000
O3 1.975 1.779 0.227  -0.055
O4 2.224 -0.653 0.954  -0.009
C1 1.966 -1.957 0.562  0.000
C2 -2.002 2.274 0.968  0.000
C3 -0.670 -0.304 -1.318  0.000
C4 -1.764 0.534 -0.699  0.000
C5 0.881 -2.008 -0.502  0.000
H1 1.704 -2.507 1.485  0.000
H2 -2.524 -0.095 -0.210  0.000
H3 -1.359 2.864 1.630  0.000
H4 -2.216 1.195 -1.453  0.000
H5 0.251 0.371 -1.873  0.000
H6 -2.762 1.731 1.548  0.000
H7 0.443 -3.012 -0.609  0.000
H8 1.335 -1.726 -1.468  0.000
H9 2.855 -2.472 0.155  0.000
H10 -2.473 2.936 0.228  0.000
H11 -1.102 -0.956 -2.091  0.000



The following is a DFT calculation (the ωB97M-V functional and the def2-TZVPD basis) of 3 unconnected molecules or ions with the total composition CH8N2O3 at a distorted geometry.

Results
Energy above the lowest of the compared OMol25 structures with the same formula, charge and spin   33.04 kcal/mol
E_LUMO   0.5 eV

Each line ends with the Mulliken charge.
Cartesian coordinates (Å):
O1 0.371 0.968 1.854  -0.646
O2 0.041 -0.280 -1.593  -0.670
O3 2.327 0.384 0.005  -0.659
N1 -1.079 -1.658 -0.298  -0.399
N2 -1.384 0.682 -0.005  -0.399
C1 -0.701 -0.399 -0.628  0.490
H1 2.180 -0.155 -0.751  0.335
H2 1.269 0.652 2.299  0.318
H3 -1.932 -1.906 0.197  0.202
H4 -1.467 0.710 0.942  0.254
H5 -0.526 -2.398 -0.808  0.250
H6 -0.061 1.570 2.405  0.280
H7 1.415 0.628 0.032  0.405
H8 -1.338 1.554 -0.559  0.239



The following is a DFT calculation (the ωB97M-V functional and the def2-TZVPD basis) of 3 unconnected molecules or ions with the total composition C4H13NO2 at a distorted geometry.

Results
Energy above the lowest of the compared OMol25 structures with the same formula, charge and spin   36.04 kcal/mol
E_LUMO   0.7 eV

Each line ends with the Mulliken charge.
Cartesian coordinates (Å):
O1 -0.627 2.165 -0.266  -0.677
O2 -1.015 3.083 2.446  -0.639
N1 -1.752 -1.590 -0.908  -0.477
C1 -0.650 -1.606 -0.041  -0.255
C2 1.327 -0.418 0.886  -1.140
C3 1.262 -1.041 -1.569  -1.291
C4 0.538 -1.001 -0.238  0.703
H1 0.868 -1.752 -2.290  0.339
H2 -1.856 2.795 2.820  0.328
H3 2.326 -1.135 -1.355  0.348
H4 1.119 0.654 0.888  0.081
H5 -1.519 -1.882 -1.848  0.196
H6 -1.021 2.598 1.603  0.382
H7 1.184 -0.060 -2.066  0.266
H8 0.296 1.982 -0.086  0.273
H9 -0.757 -2.104 0.923  0.321
H10 -0.640 2.655 -1.093  0.309
H11 -2.567 -2.062 -0.554  0.237
H12 1.070 -0.735 1.898  0.354
H13 2.412 -0.548 0.847  0.340